A molecular structure, H70O39RbS in a non-equilibrium geometry, computed with ωB97M-V/def2-TZVPD.

Cartesian coordinates (Å):
Rb  1.183  -2.429  -3.529
S  -0.132  -0.019  -0.250
O  0.293  1.271  -0.833
O  -1.042  -0.771  -1.113
O  0.999  -0.913  -0.016
O  -0.759  0.251  1.030
O  0.190  2.168  -4.586
H  0.150  3.049  -4.215
H  0.941  1.760  -4.154
O  -1.060  -4.476  -4.580
H  -1.189  -5.271  -5.096
H  -0.981  -4.786  -3.677
O  0.803  3.604  -2.183
H  0.588  2.699  -1.956
H  0.391  4.127  -1.496
O  -5.366  1.500  -2.529
H  -4.666  1.810  -3.104
H  -5.386  2.135  -1.812
O  -2.189  -2.830  5.456
H  -1.936  -2.155  4.827
H  -2.431  -2.344  6.245
O  2.446  -3.345  -0.642
H  3.011  -3.650  0.068
H  1.966  -2.607  -0.266
O  -5.228  0.718  3.161
H  -5.279  1.587  2.763
H  -4.342  0.415  2.963
O  -3.286  1.650  -4.617
H  -2.933  2.034  -5.419
H  -2.517  1.330  -4.145
O  4.597  -1.180  2.021
H  5.111  -1.892  1.642
H  5.192  -0.430  2.025
O  -1.552  5.856  -1.453
H  -2.367  6.355  -1.497
H  -1.820  4.984  -1.161
O  -5.073  -1.174  -1.516
H  -5.401  -0.298  -1.720
H  -5.518  -1.414  -0.704
O  0.900  0.813  4.774
H  1.340  0.251  4.136
H  1.611  1.197  5.286
O  1.957  -0.501  2.746
H  2.772  -0.920  2.470
H  1.392  -0.543  1.975
O  -1.017  -0.872  3.552
H  -1.130  -0.436  2.708
H  -0.499  -0.258  4.072
O  -1.386  -3.375  -1.483
H  -1.101  -3.890  -0.728
H  -1.010  -2.507  -1.337
O  -2.664  -0.620  -3.120
H  -3.315  -1.146  -2.655
H  -1.947  -0.517  -2.493
O  -1.359  -0.568  -5.921
H  -1.793  -0.796  -5.099
H  -0.574  -0.089  -5.654
O  3.143  6.338  -0.412
H  3.034  6.663  -1.306
H  2.485  5.649  -0.325
O  0.145  2.856  1.784
H  -0.577  2.324  1.450
H  0.821  2.794  1.110
O  2.518  -2.825  5.104
H  1.954  -2.157  4.715
H  3.407  -2.499  4.965
O  -3.795  -3.539  -2.352
H  -4.312  -2.913  -1.845
H  -2.900  -3.428  -2.029
O  0.913  -5.377  -1.448
H  1.568  -4.713  -1.230
H  0.538  -5.629  -0.604
O  -0.407  5.228  3.148
H  -0.924  4.629  3.686
H  0.014  4.664  2.498
O  1.563  0.515  -2.742
H  2.413  0.779  -2.389
H  0.977  0.524  -1.986
O  -3.312  -0.438  1.231
H  -3.281  -0.547  0.280
H  -2.416  -0.205  1.475
O  -0.685  -5.068  0.673
H  -1.587  -5.382  0.739
H  -0.464  -4.788  1.562
O  3.459  2.481  0.218
H  4.199  2.001  -0.153
H  2.687  2.002  -0.084
O  1.687  -5.005  2.865
H  1.864  -4.750  3.770
H  1.517  -4.180  2.412
O  -1.733  3.327  -0.606
H  -0.983  2.738  -0.523
H  -2.496  2.749  -0.570
O  -1.063  2.779  4.386
H  -0.648  2.032  4.817
H  -0.656  2.813  3.520
O  2.787  2.846  2.992
H  3.131  2.760  2.103
H  2.013  2.283  3.005
O  3.461  3.378  -3.330
H  2.642  3.431  -2.837
H  4.117  3.760  -2.746
O  3.506  -0.260  -0.284
H  3.965  -0.630  0.470
H  2.581  -0.432  -0.110
O  0.274  -2.736  2.170
H  -0.331  -2.371  2.816
H  0.125  -2.216  1.380
O  5.393  -1.288  -2.882
H  4.709  -1.473  -2.238
H  5.371  -2.036  -3.478

Results
HOMO-LUMO gap: 8.8 eV
Max |F|: 2.448 eV Å⁻¹
Total charge: -1
HOMO level: -8.0 eV

Löwdin population analysis, charges in e, atoms 1 to 99: atom 1 (Rb): 0.920, atom 2 (S): 0.364, atom 3 (O): -0.334, atom 4 (O): -0.318, atom 5 (O): -0.359, atom 6 (O): -0.330, atom 7 (O): -0.048, atom 8 (H): 0.023, atom 9 (H): -0.012, atom 10 (O): -0.080, atom 11 (H): 0.039, atom 12 (H): 0.006, atom 13 (O): -0.032, atom 14 (H): -0.004, atom 15 (H): 0.037, atom 16 (O): -0.036, atom 17 (H): 0.004, atom 18 (H): 0.041, atom 19 (O): -0.056, atom 20 (H): -0.018, atom 21 (H): 0.027, atom 22 (O): -0.051, atom 23 (H): 0.069, atom 24 (H): 0.009, atom 25 (O): -0.063, atom 26 (H): 0.023, atom 27 (H): -0.007, atom 28 (O): -0.051, atom 29 (H): 0.045, atom 30 (H): 0.002, atom 31 (O): -0.014, atom 32 (H): 0.078, atom 33 (H): 0.084, atom 34 (O): -0.062, atom 35 (H): 0.027, atom 36 (H): -0.034, atom 37 (O): -0.042, atom 38 (H): 0.013, atom 39 (H): 0.062, atom 40 (O): -0.052, atom 41 (H): -0.021, atom 42 (H): 0.075, atom 43 (O): -0.026, atom 44 (H): 0.017, atom 45 (H): 0.011, atom 46 (O): -0.027, atom 47 (H): 0.007, atom 48 (H): 0.023, atom 49 (O): -0.055, atom 50 (H): 0.015, atom 51 (H): -0.014, atom 52 (O): -0.039, atom 53 (H): 0.008, atom 54 (H): -0.018, atom 55 (O): -0.050, atom 56 (H): -0.005, atom 57 (H): 0.003, atom 58 (O): -0.047, atom 59 (H): 0.029, atom 60 (H): 0.016, atom 61 (O): -0.041, atom 62 (H): 0.028, atom 63 (H): 0.041, atom 64 (O): -0.033, atom 65 (H): 0.014, atom 66 (H): 0.035, atom 67 (O): -0.072, atom 68 (H): -0.020, atom 69 (H): -0.054, atom 70 (O): -0.081, atom 71 (H): -0.046, atom 72 (H): -0.004, atom 73 (O): -0.065, atom 74 (H): -0.010, atom 75 (H): -0.012, atom 76 (O): -0.119, atom 77 (H): 0.043, atom 78 (H): -0.068, atom 79 (O): -0.040, atom 80 (H): 0.015, atom 81 (H): -0.026, atom 82 (O): -0.034, atom 83 (H): 0.081, atom 84 (H): 0.036, atom 85 (O): -0.036, atom 86 (H): 0.044, atom 87 (H): 0.010, atom 88 (O): -0.062, atom 89 (H): 0.012, atom 90 (H): -0.027, atom 91 (O): -0.020, atom 92 (H): -0.007, atom 93 (H): 0.069, atom 94 (O): -0.051, atom 95 (H): 0.004, atom 96 (H): -0.017, atom 97 (O): -0.053, atom 98 (H): -0.022, atom 99 (H): -0.015